DFT (ωB97M-V/def2-TZVPD) results for a single C19H20N6O3S2 molecule.

Positions of all 50 atoms, in Å:
C1 2.15 -2.12 -2.70
C2 2.32 -0.83 -3.49
H1 1.36 -0.54 -3.92
C3 2.87 0.30 -2.63
N1 2.00 0.60 -1.52
C4 0.83 1.27 -1.54
N2 0.21 1.29 -0.37
C5 1.02 0.59 0.46
C6 2.14 0.14 -0.23
C7 3.18 -0.61 0.41
O1 4.21 -1.02 -0.10
N3 2.89 -0.84 1.76
C8 1.79 -0.39 2.47
O2 1.66 -0.62 3.65
N4 0.84 0.34 1.78
C9 -0.27 0.91 2.51
H2 -0.88 1.47 1.81
H3 -0.85 0.12 2.99
H4 0.11 1.57 3.30
C10 3.85 -1.60 2.54
H5 3.36 -2.49 2.96
H6 4.23 -0.99 3.36
H7 4.66 -1.89 1.87
S1 0.24 2.06 -2.97
C11 -1.51 1.53 -2.87
C12 -1.49 0.03 -3.01
O3 -1.11 -0.55 -3.99
N5 -1.83 -0.71 -1.89
C13 -2.40 -0.33 -0.71
N6 -2.93 0.80 -0.43
C14 -3.42 0.84 0.84
C15 -4.05 1.93 1.43
C16 -4.51 1.81 2.73
C17 -4.35 0.62 3.44
C18 -3.73 -0.48 2.87
C19 -3.27 -0.36 1.57
S2 -2.44 -1.54 0.59
H8 -3.61 -1.40 3.41
H9 -4.72 0.55 4.45
H10 -4.99 2.65 3.20
H11 -4.16 2.84 0.87
H12 -1.67 -1.70 -2.00
H13 -1.94 1.87 -1.93
H14 -2.00 1.99 -3.73
H15 3.84 0.01 -2.21
H16 2.99 1.21 -3.23
H17 3.02 -1.00 -4.31
H18 1.40 -2.01 -1.92
H19 3.09 -2.40 -2.22
H20 1.84 -2.93 -3.35

Results
Kohn-Sham gap, eV: 8.49
Multiplicity: 1
Relative energy (zero: lowest compared OMol25 entry of this formula, charge and spin), kcal/mol: 0.00
Structure (SMILES): CCCn1c(SCC(=O)Nc2nc3ccccc3s2)nc2c1c(=O)n(C)c(=O)n2C
Strongest force on any atom, eV/A: 1.37